C5H14N2O2 | ωB97M-V/def2-TZVPD

Structure (ORCA input):
```
! RIJCOSX wB97M-V def2-TZVPD def2/J DEFGRID3
* xyz 0 1
C 1.599 -0.922 0.069
C -0.571 -0.533 -0.786
C 2.351 -0.639 -1.207
C -1.729 -1.223 -0.090
O 1.862 -0.230 1.093
H 1.458 1.199 0.712
H 1.245 -1.949 0.222
H -0.874 0.274 -1.456
H -0.107 -1.251 -1.461
H 2.282 0.421 -1.452
H 3.405 -0.882 -1.039
H 1.984 -1.231 -2.043
H -2.267 -1.931 -0.733
H -2.500 -0.532 0.274
H -1.387 -1.805 0.773
C -0.434 1.464 0.738
N -0.598 0.840 1.945
N -1.490 2.137 0.194
O 0.753 1.929 0.424
H -1.293 2.544 -0.707
H 0.193 0.240 2.168
H -1.486 0.376 2.072
H -2.396 1.706 0.291
*
```

* relative energy (zero: lowest compared OMol25 entry of this formula, charge and spin): 346.3 kJ/mol
* gap between HOMO and LUMO: 7.696 eV
* HOMO: -6.9 eV
* molecular weight: 134.18 g mol⁻¹
* calculated total energy: -12484.73852 eV

---

C4H5LiMnO | ωB97M-V/def2-TZVPD

Structure (ORCA input):
```
! RIJCOSX wB97M-V def2-TZVPD def2/J DEFGRID3
* xyz 1 7
C -1.571 0.678 -0.946
C -2.757 0.452 -1.115
H -3.791 0.172 -1.233
C -0.002 1.296 -1.460
C 0.650 2.373 -0.626
O 0.840 2.077 0.677
Li -0.657 1.242 1.494
H 0.626 0.399 -1.327
H -0.552 2.735 -0.843
H 0.046 1.553 -2.528
H 1.529 2.800 -1.137
Mn 2.492 2.283 1.579
*
```

* relative energy (zero: lowest compared OMol25 entry of this formula, charge and spin): 0.0 kJ/mol
* gap between HOMO and LUMO (alpha / beta): 7.172 / 8.691 eV
* expectation value of S²: 12.002
* HOMO (alpha / beta): -11.3 / -13.2 eV
* molecular weight: 130.96 g mol⁻¹
* calculated total energy: -37790.19517 eV

---

C28H42N2O9S2SiSr | ωB97M-V/def2-TZVPD

Structure (ORCA input):
```
! RIJCOSX wB97M-V def2-TZVPD def2/J DEFGRID3
* xyz -2 1
Sr -1.497 0.832 -0.474
C 0.135 -2.179 4.471
O -0.709 -1.325 3.735
C -1.855 -1.877 3.224
C -2.455 -2.993 3.764
C -3.603 -3.553 3.173
C -4.105 -2.959 2.039
C -3.514 -1.818 1.473
C -4.166 -1.268 0.277
N -3.747 -0.265 -0.382
N -4.522 0.109 -1.485
C -4.292 1.370 -1.813
O -3.584 2.232 -1.211
C -4.970 1.785 -3.103
C -6.051 1.102 -3.656
C -6.617 1.535 -4.850
C -6.103 2.648 -5.511
C -5.022 3.329 -4.963
C -4.467 2.902 -3.760
C -2.361 -1.213 2.058
O -1.796 -0.162 1.593
H 0.192 -3.168 4.007
H -0.199 -2.300 5.508
H 1.125 -1.730 4.461
H -2.037 -3.449 4.653
H -4.068 -4.432 3.601
H -4.983 -3.373 1.549
H -5.095 -1.746 -0.048
H -6.422 0.228 -3.137
H -7.460 0.999 -5.271
H -6.541 2.981 -6.445
H -4.610 4.194 -5.472
H -3.629 3.417 -3.304
C 0.317 -2.755 0.659
C 1.550 -2.097 0.068
C 1.744 -2.527 -1.380
C 2.778 -2.454 0.905
O 1.289 -0.685 0.069
Si 2.106 0.645 0.638
S 1.066 2.319 0.123
O 3.710 0.556 0.147
C 4.483 1.040 -0.940
C 5.906 0.571 -0.662
C 4.447 2.567 -0.984
C 3.976 0.460 -2.253
O 2.356 0.393 2.283
C 2.443 1.311 3.362
C 1.060 1.822 3.748
C 3.382 2.465 2.998
C 3.052 0.529 4.523
H 0.435 -3.843 0.687
H -0.570 -2.514 0.066
H 0.157 -2.380 1.671
H 1.713 -3.619 -1.455
H 2.705 -2.175 -1.763
H 0.954 -2.099 -1.998
H 2.657 -2.098 1.932
H 3.681 -1.993 0.496
H 2.902 -3.541 0.913
H 6.238 0.951 0.309
H 6.593 0.927 -1.439
H 5.940 -0.522 -0.635
H 4.778 2.974 -0.022
H 3.431 2.923 -1.167
H 5.112 2.936 -1.775
H 4.123 -0.624 -2.268
H 4.524 0.893 -3.098
H 2.911 0.668 -2.390
H 0.691 2.523 2.997
H 1.105 2.323 4.723
H 0.356 0.986 3.798
H 2.980 3.040 2.161
H 4.363 2.071 2.712
H 3.503 3.130 3.861
H 2.345 -0.207 4.913
H 3.323 1.205 5.341
H 3.950 0.007 4.181
C -1.379 0.444 -4.630
S -0.498 0.576 -3.101
O -0.914 1.864 -2.533
O 0.902 0.460 -3.432
O -1.005 -0.547 -2.280
H -2.290 1.042 -4.566
H -1.629 -0.604 -4.796
H -0.725 0.816 -5.419
*
```

* gap between HOMO and LUMO: 6.356 eV
* HOMO: -1.9 eV
* molecular weight: 730.49 g mol⁻¹
* calculated total energy: -81520.28289 eV

---

C41H82F3O26 | ωB97M-V/def2-TZVPD

Structure (ORCA input):
```
! RIJCOSX wB97M-V def2-TZVPD def2/J DEFGRID3
* xyz -1 1
C 21.471 10.123 12.999
C 20.725 11.396 12.905
O 20.983 12.240 13.762
O 19.814 11.480 12.065
H 22.040 9.984 12.080
H 20.777 9.309 13.209
H 22.124 10.236 13.865
C 30.652 16.177 14.040
O 29.868 15.478 13.065
C 30.623 14.553 12.275
C 29.669 13.749 11.299
O 28.479 13.324 12.020
C 28.434 11.979 12.455
C 27.009 11.763 13.032
O 26.036 11.941 12.016
C 24.807 11.436 12.320
H 31.451 16.776 13.601
H 31.164 15.369 14.563
H 30.153 16.733 14.834
H 31.081 13.774 12.884
H 31.476 15.033 11.794
H 30.120 12.885 10.811
H 29.289 14.354 10.476
H 29.217 11.693 13.157
H 28.572 11.353 11.573
H 26.962 12.525 13.810
H 26.994 10.789 13.522
H 24.614 11.558 13.386
H 24.934 10.379 12.087
H 24.053 11.982 11.752
C 19.874 16.067 20.105
O 20.305 16.776 18.974
C 19.422 16.544 17.879
C 20.156 16.983 16.608
O 21.492 16.542 16.366
C 21.670 15.137 16.040
C 23.043 14.869 15.471
O 23.253 15.659 14.288
C 24.386 15.282 13.454
H 18.808 16.113 20.327
H 20.374 16.570 20.933
H 20.251 15.051 19.996
H 18.557 17.156 18.133
H 18.997 15.541 17.873
H 20.074 18.068 16.674
H 19.446 16.583 15.883
H 20.928 15.031 15.249
H 21.387 14.529 16.899
H 23.023 13.802 15.249
H 23.789 15.031 16.249
H 25.276 15.391 14.075
H 24.466 15.961 12.605
H 24.262 14.294 13.010
C 17.954 8.982 11.209
O 17.165 8.282 10.276
C 16.086 7.571 10.942
C 15.115 8.491 11.773
O 14.526 9.487 10.973
C 13.778 10.484 11.686
C 12.925 11.479 10.827
O 12.037 10.734 10.001
C 11.331 11.624 9.167
H 18.965 9.053 10.806
H 18.145 8.490 12.162
H 17.578 10.000 11.313
H 16.332 6.716 11.571
H 15.519 7.073 10.154
H 15.736 9.060 12.465
H 14.320 8.011 12.343
H 14.505 11.112 12.202
H 13.259 10.166 12.590
H 13.555 12.201 10.308
H 12.299 11.961 11.578
H 10.492 12.098 9.676
H 10.804 11.048 8.406
H 11.946 12.318 8.594
C 23.657 11.193 16.846
O 24.084 12.133 17.779
C 23.239 12.444 18.791
C 23.951 13.145 19.910
O 24.824 12.298 20.630
C 25.482 12.848 21.745
C 25.870 14.360 21.731
O 24.727 15.165 21.887
C 25.071 16.537 22.249
H 24.178 10.242 16.955
H 23.756 11.548 15.820
H 22.599 10.928 16.859
H 22.828 11.513 19.181
H 22.409 13.073 18.471
H 23.154 13.612 20.489
H 24.574 13.912 19.450
H 26.264 12.145 22.031
H 24.812 12.677 22.588
H 26.485 14.494 20.842
H 26.557 14.482 22.569
H 25.009 16.665 23.330
H 24.274 17.147 21.823
H 26.018 16.921 21.870
C 25.700 7.584 10.744
O 25.407 7.669 12.158
C 24.073 7.605 12.470
C 23.868 7.809 13.934
O 24.697 6.875 14.680
C 24.658 7.190 16.082
C 23.270 6.933 16.710
O 22.509 8.041 16.521
C 21.172 7.873 16.855
H 25.026 6.863 10.282
H 26.754 7.380 10.554
H 25.587 8.503 10.169
H 23.614 6.662 12.172
H 23.493 8.385 11.978
H 22.822 7.562 14.114
H 24.101 8.846 14.174
H 25.015 8.192 16.319
H 25.365 6.456 16.472
H 23.346 6.864 17.795
H 22.852 6.023 16.280
H 21.039 7.786 17.933
H 20.729 7.049 16.295
H 20.627 8.779 16.589
C 20.465 15.299 12.307
C 20.006 14.889 10.903
O 21.240 14.638 10.286
C 22.103 15.469 10.766
O 23.148 15.823 10.243
O 21.646 15.988 11.933
F 19.256 15.797 10.291
H 20.757 14.476 12.960
H 19.807 15.999 12.821
H 19.582 13.885 10.938
C 17.113 11.902 13.963
C 17.041 12.940 12.891
O 17.259 14.076 13.619
C 16.947 13.844 14.926
O 17.133 14.704 15.766
O 16.664 12.577 15.095
F 15.896 13.025 12.164
H 18.150 11.675 14.212
H 16.605 10.958 13.764
H 17.869 12.886 12.185
C 22.532 11.918 9.388
C 21.112 11.714 8.788
O 21.131 10.399 8.313
C 22.347 9.896 8.302
O 22.735 8.827 7.857
O 23.217 10.789 8.787
F 20.848 12.600 7.777
H 22.430 11.681 10.447
H 22.994 12.889 9.212
H 20.320 11.886 9.517
*
```

* gap between HOMO and LUMO: 8.364 eV
* HOMO: -6.2 eV
* molecular weight: 1048.08 g mol⁻¹
* calculated total energy: -105225.48190 eV